Below is C16H20F3OPd as an isolated structure at a distorted geometry, with properties calculated with ωB97M-V with the def2-TZVPD basis set.

Element x y z (Å)
1 Pd 0.175485 -0.121676 1.329824
2 F -1.644415 2.174024 1.847224
3 F -0.947915 1.157824 3.721324
4 F -2.536815 0.219524 2.431924
5 O -0.958615 -0.145576 -0.116276
6 C 1.040485 2.097024 0.891624
7 C 2.310385 0.291724 0.349924
8 C -0.536115 -1.777176 2.978424
9 C 2.474685 0.541724 1.734324
10 C 1.454985 1.283524 -0.167876
11 C -1.837915 0.368724 -2.309376
12 C -1.363615 0.950624 2.419624
13 C -0.580815 0.168724 -3.078576
14 C -0.110215 -1.208276 -3.357476
15 C -0.994515 -2.226076 1.728824
16 C 0.041885 1.323024 -3.770276
17 C -1.612715 0.836524 -0.867376
18 C 0.870185 -1.775076 2.956424
19 C 0.127685 -2.509576 0.929524
20 C 1.673685 1.635724 2.072424
21 C 1.281485 -2.235376 1.686724
22 H 1.511285 -1.460276 3.761524
23 H 0.960685 -1.243076 -3.564476
24 H 2.776585 -0.494576 -0.217976
25 H 1.110385 1.177324 -3.936376
26 H -1.066015 1.784324 -0.868476
27 H 0.107585 -2.824676 -0.099276
28 H -1.152115 -1.437076 3.789724
29 H -2.467915 1.121524 -2.793076
30 H 2.297285 -2.357876 1.355424
31 H 3.077085 -0.035476 2.413124
32 H -2.021215 -2.257076 1.410824
33 H -0.319915 -1.871376 -2.519276
34 H -2.576615 1.032224 -0.384576
35 H 0.325585 2.898324 0.843424
36 H -0.401515 1.499924 -4.762076
37 H -0.609115 -1.647276 -4.234776
38 H 1.520885 2.032624 3.060024
39 H -2.421815 -0.554676 -2.266576
40 H -0.087915 2.252024 -3.211976
41 H 1.109485 1.335224 -1.186076

Atoms 1-2, force components in eV/Å:
1.164 0.866 3.556
-0.686 -0.333 1.134

Properties
HOMO (alpha / beta)	-2.74 / -3.07	eV
gap between HOMO and LUMO (alpha / beta)	0.221 / 0.218	Ha
spin multiplicity	5
total charge	-1
energy	-1124.159673	hartree
expectation value of S²	6.02

=====

Below is C16H20GaI2InN2O7S as an isolated structure at a distorted geometry, with properties calculated with ωB97M-V with the def2-TZVPD basis set.

Element x y z (Å)
1 I 3.400405 2.078127 -1.800504
2 I 3.027457 -2.933123 -2.715580
3 In 1.274810 1.651992 -0.367217
4 Ga 0.868501 -2.304938 -1.661810
5 S 0.384087 -0.203539 -2.404976
6 O -1.801839 3.322269 -2.420995
7 O -1.535412 3.964392 0.782284
8 O 1.592604 -2.232609 0.240997
9 O 0.135483 -2.051184 4.432119
10 O -1.588595 -3.050460 0.556091
11 O 1.156425 1.865483 1.866374
12 O -1.568401 -4.348095 -2.912904
13 N 0.890071 -0.171464 1.010712
14 N 1.253244 -1.944634 2.461481
15 C -0.920543 2.736599 -1.980974
16 C 0.558124 -1.355293 3.524295
17 C 0.249964 -1.404930 -4.910903
18 C -1.782736 -0.175313 -4.055955
19 C 1.323240 0.791405 4.557551
20 C -0.266917 -0.188748 -4.169642
21 C 0.400851 0.176587 3.453395
22 C -1.087064 0.555651 3.646456
23 C 1.137632 2.277222 4.782795
24 C 0.287151 1.071577 -4.816465
25 C 1.241474 -1.449823 1.188708
26 C 0.833940 0.644675 2.089038
27 C -2.015085 -0.034321 2.601691
28 C -0.658696 3.411652 0.285002
29 C -0.605922 -3.777192 -2.656214
30 C -1.027931 -2.638486 -0.357928
31 H -2.202531 -0.132226 -5.068820
32 H -0.119804 -1.353838 -5.943415
33 H -2.152570 -1.081210 -3.564719
34 H 2.366120 0.593570 4.264008
35 H 1.901928 2.631818 5.475972
36 H 1.449256 -2.942583 2.554095
37 H -2.141618 0.694836 -3.496753
38 H 1.148762 0.244085 5.501119
39 H 1.383296 1.037892 -4.822888
40 H -1.806999 0.358918 1.602548
41 H -1.391762 0.225113 4.651208
42 H -1.945566 -1.127814 2.573076
43 H 0.166070 2.499139 5.227492
44 H -0.056602 1.120682 -5.858821
45 H -3.049274 0.234427 2.851488
46 H -0.032836 1.983399 -4.303542
47 H -1.170121 1.650321 3.647198
48 H -0.095131 -2.342227 -4.462049
49 H 1.345029 -1.409971 -4.923384
50 H 1.248030 2.832188 3.849266

Atoms 1-2, force components in eV/Å:
0.754 0.118 -0.499
0.253 0.121 -0.089

Properties
HOMO (alpha / beta)	-21.27 / -21.27	eV
gap between HOMO and LUMO (alpha / beta)	0.142 / 0.110	Ha
total charge	+4
energy	-4364.694678	hartree

=====

Below is one molecule with the formula C16H20N2O2 at a distorted geometry, with properties calculated with ωB97M-V with the def2-TZVPD basis set.

Element x y z (Å)
1 O -0.530573 2.839009 -0.813716
2 O 2.284997 -1.069561 2.378892
3 N -1.779536 -0.192853 0.710143
4 N -1.290554 -1.029253 1.677040
5 C -0.853082 0.655596 0.095474
6 C 2.431173 -1.968135 0.098246
7 C 0.932987 -1.489338 2.547562
8 C -3.571532 0.574090 -0.920704
9 C 3.013189 -1.506829 1.303168
10 C 0.287249 0.371036 0.748942
11 C -3.200705 -0.225690 0.338717
12 C -1.202792 1.609091 -1.009327
13 C 3.210622 -2.316223 -1.000046
14 C -3.292993 2.865365 -0.086287
15 C -0.631985 0.951405 -2.255320
16 C 5.196067 -1.706106 0.295269
17 C -0.021304 -0.697809 1.706837
18 C -2.728700 1.878936 -1.114772
19 C 4.622838 -2.152519 -0.937924
20 C 4.418611 -1.392747 1.402921
21 H -3.776557 0.146806 1.186064
22 H 5.272371 -2.454570 -1.769177
23 H -4.370145 2.864599 -0.086997
24 H -2.893617 2.668436 0.902804
25 H -3.519405 -1.251491 0.206467
26 H 0.831475 -2.547231 2.294229
27 H -0.945705 -0.076730 -2.294163
28 H -4.650190 0.760459 -0.930323
29 H 4.879665 -1.081570 2.314575
30 H 0.439395 0.921236 -2.200735
31 H -0.623025 3.095202 0.117438
32 H 1.244689 0.882129 0.509257
33 H -3.395972 -0.048155 -1.832716
34 H 6.262249 -1.532490 0.357550
35 H 1.390103 -1.970812 -0.017898
36 H 2.756422 -2.661040 -1.912017
37 H -2.975653 3.887292 -0.351372
38 H -2.942277 2.297350 -2.105277
39 H 0.670725 -1.378241 3.603596
40 H -0.948525 1.481353 -3.156419

Atoms 1-2, force components in eV/Å:
0.343 0.264 0.170
0.082 -0.166 0.227

Properties
HOMO	-8.35	eV
gap between HOMO and LUMO	0.335	Ha
energy	-881.645407	hartree
SMILES	C[C@@H]1CCn2nc(COc3ccccc3)cc2[C@]1(C)O

=====

Below is a 4-piece molecular cluster, C16H20N4 overall at a distorted geometry, with properties calculated with ωB97M-V with the def2-TZVPD basis set.

Element x y z (Å)
1 N 1.251675 -1.025100 3.231350
2 N 2.096675 -1.844100 -1.365650
3 N 0.837675 0.648900 0.472350
4 N -4.052325 2.732900 -0.321650
5 C 0.329675 0.981900 3.466350
6 C -5.227325 2.145900 -0.332650
7 C -5.441325 1.433900 -1.446650
8 C 3.373675 -1.793100 -2.058650
9 C -3.343325 2.421900 -1.500650
10 C 3.697675 -3.079100 -2.149650
11 C -4.154325 1.486900 -2.261650
12 C 1.132675 1.089900 -1.594650
13 C -0.677325 -0.083100 2.872350
14 C 1.686675 -3.098100 -0.989650
15 C 1.475675 0.218900 3.682350
16 C 2.545675 -3.910100 -1.537650
17 C 2.186675 0.927900 0.346350
18 C 2.405675 1.389900 -0.874650
19 C -0.013325 -1.312100 2.810350
20 C 0.109675 0.657900 -0.660650
21 H 0.774675 -3.319100 -0.391650
22 H 3.395675 1.479900 -1.322650
23 H 2.366675 0.502900 4.084350
24 H -6.345325 0.869900 -1.527650
25 H -3.585325 3.421900 0.367350
26 H 2.447675 -5.106100 -1.288650
27 H 2.024675 -1.776100 3.285350
28 H -4.115325 1.184900 -3.170650
29 H -5.954325 2.276900 0.508350
30 H -1.535325 0.299900 2.376350
31 H 1.605675 -1.047100 -0.998650
32 H 2.654675 0.686900 1.191350
33 H -0.318325 -2.270100 2.445350
34 H -2.399325 3.071900 -1.648650
35 H -0.931325 0.685900 -0.685650
36 H 0.202675 1.904900 3.441350
37 H 0.355675 0.343900 1.270350
38 H 0.879675 1.175900 -2.662650
39 H 4.470675 -3.547100 -2.745650
40 H 3.785675 -0.832100 -2.314650

Atoms 1-2, force components in eV/Å:
2.970 -4.215 0.662
0.406 1.972 0.475

Properties
HOMO	-8.02	eV
gap between HOMO and LUMO	0.316	Ha
energy	-840.481227	hartree
SMILES	c1cc[nH]c1.c1cc[nH]c1.c1cc[nH]c1.c1cc[nH]c1

=====

Which value of energy does entry 3 give? -881.645407 hartree

=====

Which formula does entry 3 have? C16H20N2O2

=====

Look up the energy of the fourth one. -840.481227 hartree